ORCA calculation (the ωB97M-V functional and the def2-TZVPD basis) on a molecular structure, C23H54AsMoNO4Si3 at a distorted geometry.

Last column: Mulliken charge in e.
Positions of all 87 atoms, in Å:
Mo -0.20 0.27 0.11  1.323
C -4.22 -0.96 0.52  -1.452
C -3.88 -0.05 -0.66  1.367
C -5.11 0.33 -1.47  -1.734
O -3.22 1.11 -0.08  -0.303
C -2.86 -0.94 -1.52  0.002
O -3.27 -2.08 -1.77  -0.593
O -1.71 -0.45 -1.79  -0.540
H -4.79 -0.42 1.28  0.423
H -3.34 -1.43 0.99  0.161
H -4.85 -1.78 0.17  0.372
H -5.82 0.85 -0.82  0.456
H -5.59 -0.60 -1.77  0.427
H -4.90 0.95 -2.35  0.453
H -3.53 1.91 -0.55  0.242
O -0.53 0.82 2.12  -0.773
C -1.14 1.88 2.59  0.518
C -2.25 1.75 3.57  -0.681
C -3.50 2.64 3.40  -0.525
C -3.36 4.14 3.69  -0.772
C -2.33 4.84 2.80  -0.501
C -0.93 4.32 2.96  -0.909
N -0.72 3.08 2.21  0.300
H -1.81 1.96 4.60  0.360
H -2.62 0.71 3.59  0.422
H -4.27 2.25 4.05  0.391
H -3.93 2.49 2.40  0.126
H -3.19 4.30 4.75  0.337
H -4.33 4.62 3.50  0.377
H -2.33 5.91 3.01  0.350
H -2.63 4.72 1.74  0.274
H -0.64 4.19 4.01  0.385
H -0.18 5.03 2.55  0.454
H 0.01 3.14 1.49  -0.143
C 2.08 4.08 -0.99  -1.523
C 0.91 3.06 -1.13  1.245
C 0.66 2.71 -2.59  -1.311
C 1.27 1.82 -0.33  -1.013
H 1.85 4.99 -1.56  0.452
H 3.04 3.67 -1.35  0.287
H 2.19 4.40 0.04  0.393
H -0.01 3.56 -0.74  0.227
H 1.53 2.25 -3.05  0.183
H 0.43 3.59 -3.17  0.474
H -0.20 2.03 -2.72  0.240
H 1.63 2.12 0.67  0.762
H 2.16 1.39 -0.84  -0.304
C 2.05 -1.02 -4.08  -1.084
Si 2.99 -1.26 -2.48  0.522
C 4.13 -2.75 -2.57  -0.983
C 4.12 0.24 -2.19  -0.886
As 1.35 -1.68 -0.68  0.087
Si 2.51 -1.98 1.51  0.406
C 1.47 -1.79 3.05  -0.996
C 3.97 -0.85 1.55  -0.973
C 3.17 -3.71 1.46  -1.075
Si 0.03 -3.66 -1.30  0.615
C -1.18 -4.07 0.07  -0.813
C -0.69 -3.28 -2.95  -0.864
C 1.16 -5.15 -1.41  -1.205
H 2.67 -0.43 -4.75  0.421
H 1.11 -0.49 -3.93  0.263
H 1.75 -1.96 -4.56  0.356
H 4.90 -2.59 -3.36  0.390
H 3.59 -3.64 -2.86  0.305
H 4.64 -2.95 -1.62  0.281
H 4.93 0.16 -2.94  0.420
H 4.53 0.26 -1.19  0.331
H 3.57 1.15 -2.34  0.109
H 1.16 -0.76 3.24  0.174
H 2.00 -2.21 3.91  0.472
H 0.52 -2.31 2.92  0.332
H 3.68 0.19 1.34  0.222
H 4.72 -1.16 0.81  0.276
H 4.42 -0.89 2.54  0.440
H 2.41 -4.48 1.53  0.349
H 3.83 -3.85 2.32  0.430
H 3.74 -3.92 0.53  0.257
H -1.54 -3.17 0.57  -0.085
H -0.74 -4.70 0.83  0.429
H -2.05 -4.54 -0.38  0.368
H -0.80 -2.19 -3.08  0.028
H -1.69 -3.71 -2.99  0.402
H -0.10 -3.67 -3.76  0.498
H 2.08 -5.02 -0.87  0.309
H 1.39 -5.35 -2.46  0.405
H 0.60 -6.00 -1.00  0.364

Energy above the lowest of the compared OMol25 structures with the same formula, charge and spin: 106.34 kJ/mol
Multiplicity: 3
Expectation value of S²: 2.092
Largest force on an atom: 4.1 eV/A
LUMO level (alpha / beta): -8.61 / -7.69 eV
HOMO-LUMO gap (alpha / beta): 0.203 / 0.238 hartree
Charge: +2

=====

ORCA calculation (the ωB97M-V functional and the def2-TZVPD basis) on 2 unconnected molecules or ions with the total composition C23H54N2O2Si2 at a distorted geometry.

Last column: Mulliken charge in e.
Positions of all 83 atoms, in Å:
C 4.85 -0.52 1.47  -0.218
C 6.29 -1.30 1.29  -0.762
C 6.59 -1.83 -0.24  0.005
C 7.51 -0.68 -1.03  -0.651
C 6.82 -0.22 -2.47  -0.652
C 5.69 0.97 -2.18  -0.463
C 4.23 0.22 -2.17  -0.103
C 2.94 1.26 -2.05  -0.706
N 1.75 0.56 -1.37  0.666
C 1.62 0.69 0.14  -0.040
C 0.01 0.59 0.57  -0.810
C -0.77 0.34 -0.85  0.571
C -1.22 -1.24 -0.81  -0.512
O -1.07 -1.96 -2.09  -0.435
C 0.28 -2.52 -2.27  0.319
C 0.33 -4.15 -2.50  -0.521
O 1.75 -4.56 -2.27  -0.387
C 1.97 -4.88 -0.85  -0.122
C 3.58 -4.81 -0.41  -0.702
C 0.36 0.86 -1.92  -0.926
H 4.69 -0.19 2.60  0.344
H 4.75 0.45 0.80  0.076
H 3.99 -1.25 1.12  -0.190
H 7.18 -0.63 1.71  0.337
H 6.23 -2.28 1.96  0.296
H 7.24 -2.82 -0.14  0.390
H 5.64 -2.12 -0.86  -0.103
H 7.63 0.26 -0.32  0.265
H 8.57 -1.20 -1.24  0.294
H 6.38 -1.11 -3.09  0.306
H 7.71 0.26 -3.10  0.327
H 5.72 1.73 -3.09  0.321
H 5.94 1.57 -1.20  0.267
H 4.20 -0.54 -1.26  -0.248
H 4.18 -0.45 -3.15  0.359
H 3.19 2.24 -1.47  0.323
H 2.58 1.46 -3.16  0.303
H 2.00 -0.44 -1.50  -0.076
H 2.11 -0.21 0.74  -0.184
H 2.16 1.62 0.60  0.400
H -0.31 1.68 0.86  0.237
H -0.10 -0.19 1.45  0.352
H -1.80 0.89 -0.94  0.305
H -2.38 -1.25 -0.56  0.232
H -0.71 -1.81 0.11  0.279
H 0.79 -1.91 -3.15  0.182
H 0.90 -2.31 -1.28  -0.252
H -0.41 -4.76 -1.82  0.295
H 0.07 -4.40 -3.64  0.249
H 1.50 -5.93 -0.66  0.342
H 1.43 -4.12 -0.11  0.127
H 3.85 -5.86 0.08  0.323
H 4.24 -4.54 -1.34  0.174
H 3.75 -3.96 0.39  0.067
H 0.15 0.61 -3.07  0.329
H 0.31 2.05 -1.95  0.441
C -8.18 4.88 1.38  -1.015
Si -7.43 3.16 1.56  0.190
C -7.59 2.30 -0.09  -1.034
C -8.46 2.23 2.82  -1.035
N -5.77 3.35 2.06  -0.282
Si -4.74 1.97 2.33  0.015
C -4.50 0.93 0.80  -0.672
C -5.36 0.86 3.72  -1.064
C -3.04 2.60 2.85  -0.980
H -9.23 4.80 1.07  0.276
H -8.14 5.42 2.33  0.251
H -7.64 5.46 0.62  0.241
H -8.61 2.40 -0.47  0.368
H -7.38 1.23 -0.02  0.303
H -6.91 2.73 -0.83  0.229
H -8.31 2.63 3.83  0.243
H -8.23 1.16 2.83  0.310
H -9.52 2.33 2.58  0.357
H -5.40 0.34 0.56  0.359
H -3.68 0.22 0.95  0.011
H -4.26 1.55 -0.07  0.245
H -5.63 1.45 4.60  0.254
H -4.59 0.15 4.01  0.349
H -6.24 0.29 3.41  0.309
H -3.11 3.19 3.77  0.293
H -2.60 3.23 2.07  0.215
H -2.36 1.76 3.03  0.222

Largest force on an atom: 3.9 eV/A
LUMO level: -0.77 eV
HOMO-LUMO gap: 0.150 hartree

=====

ORCA calculation (the ωB97M-V functional and the def2-TZVPD basis) on 12 unconnected molecules or ions with the total composition C23H55Br10F2N7O15S2 at a distorted geometry.

Last column: Mulliken charge in e.
Positions of all 114 atoms, in Å:
C -0.71 2.02 -1.61  -1.025
C -0.50 1.06 -0.45  0.779
N 0.11 -0.28 -0.94  0.908
C -1.01 -1.06 -1.56  -1.303
C 1.28 -0.11 -1.85  -1.052
C 2.60 0.35 -1.23  0.457
C 0.56 -1.02 0.29  0.735
C 1.17 -2.41 0.08  -0.793
O 0.22 -3.41 -0.08  -0.415
C -0.26 -3.96 1.14  -0.170
H -1.17 1.57 -2.49  0.281
H 0.22 2.47 -1.95  -0.109
H -1.38 2.76 -1.17  0.503
H -1.44 0.82 0.04  -0.290
H 0.21 1.39 0.30  -0.089
H -1.74 -1.22 -0.78  0.338
H -0.64 -2.01 -1.93  0.719
H -1.49 -0.45 -2.33  0.309
H 1.12 0.62 -2.66  0.728
H 1.37 -1.04 -2.41  0.323
H 2.58 1.34 -0.78  -0.267
H 3.42 0.34 -1.93  0.048
H 2.86 -0.36 -0.44  -0.319
H -0.26 -0.98 1.01  0.813
H 1.28 -0.34 0.76  -0.424
H 1.87 -2.51 0.91  0.132
H 1.79 -2.49 -0.82  -0.222
H -1.01 -4.71 0.97  0.152
H -0.64 -3.14 1.77  -0.054
H 0.61 -4.39 1.67  0.284
N 2.57 1.84 1.68  0.019
S 2.07 3.22 2.24  0.815
O 2.66 4.41 1.70  -0.616
O 1.66 3.22 3.62  -0.628
F 0.67 3.20 1.43  -0.220
S 3.98 1.78 2.56  0.877
O 3.92 1.53 3.96  -0.578
O 4.99 2.71 2.14  -0.630
F 4.48 0.34 2.01  -0.113
C 1.28 -1.12 3.94  -0.455
N -0.02 -1.66 4.42  0.913
O -0.99 -1.45 3.71  -0.445
O -0.07 -2.25 5.47  -0.592
H 1.72 -2.04 3.55  0.248
H 1.83 -0.81 4.83  0.333
H 1.11 -0.36 3.19  -0.003
C -2.90 -7.03 3.70  -0.704
N -2.93 -7.38 2.25  0.871
O -3.69 -8.24 1.88  -0.527
O -2.19 -6.76 1.51  -0.518
H -3.88 -7.27 4.09  0.311
H -2.64 -5.99 3.81  0.248
H -2.18 -7.73 4.13  0.290
C 4.82 2.98 -1.40  -0.814
N 3.90 3.49 -2.46  0.891
O 2.70 3.34 -2.25  -0.409
O 4.38 3.95 -3.46  -0.581
H 4.41 2.73 -0.43  0.182
H 5.42 3.89 -1.26  0.357
H 5.54 2.30 -1.83  0.280
C -4.47 -1.58 2.98  -0.895
N -4.15 -0.89 1.72  0.737
O -4.89 -0.06 1.25  -0.494
O -3.11 -1.23 1.19  -0.315
H -5.47 -1.35 3.34  0.351
H -3.75 -1.32 3.75  0.285
H -4.39 -2.64 2.78  0.260
C 0.31 5.51 -3.02  -0.557
N -0.99 4.87 -3.28  0.976
O -1.10 4.15 -4.25  -0.556
O -1.90 5.15 -2.54  -0.528
H 0.08 6.41 -2.45  0.302
H 0.85 5.66 -3.95  0.287
H 0.94 4.91 -2.35  0.100
Br 3.40 -3.53 -4.14  -0.107
C 4.43 -2.47 -2.84  0.043
C 5.10 -1.30 -3.56  -0.494
Br 3.84 -0.16 -4.46  -0.082
H 5.25 -3.08 -2.46  0.448
H 3.68 -2.15 -2.13  -0.490
H 5.81 -1.66 -4.30  0.484
H 5.75 -0.76 -2.87  0.252
Br -3.35 2.70 1.19  -0.065
C -2.79 4.36 2.06  -0.639
C -4.03 5.10 2.51  -0.681
Br -3.63 6.91 3.20  -0.180
H -2.30 4.97 1.30  0.360
H -2.07 4.22 2.86  0.514
H -4.58 4.60 3.30  0.410
H -4.69 5.29 1.67  0.276
Br 8.36 -0.75 -0.27  -0.178
C 6.62 -1.34 0.54  -0.226
C 6.48 -2.80 0.18  -0.544
Br 4.68 -3.45 0.60  -0.117
H 5.88 -0.74 0.02  -0.162
H 6.75 -1.22 1.61  0.480
H 7.14 -3.42 0.79  0.455
H 6.64 -3.11 -0.84  0.375
Br -4.10 -0.77 -4.06  -0.159
C -4.65 -1.54 -2.35  -0.333
C -4.13 -2.93 -2.11  -0.365
Br -4.73 -3.57 -0.35  -0.165
H -5.73 -1.51 -2.40  0.554
H -4.38 -0.86 -1.55  -0.112
H -3.04 -3.00 -2.13  0.111
H -4.40 -3.57 -2.95  0.478
Br -8.37 2.38 -0.85  -0.156
C -6.44 2.03 -1.02  -0.253
C -5.76 3.16 -1.78  -0.554
Br -3.98 2.51 -2.27  0.030
H -6.43 1.15 -1.65  0.095
H -5.93 1.75 -0.11  0.201
H -5.65 4.02 -1.12  0.277
H -6.26 3.33 -2.73  0.486

Largest force on an atom: 5.0 eV/A
LUMO level: -0.39 eV
HOMO-LUMO gap: 0.348 hartree

=====

ORCA calculation (the ωB97M-V functional and the def2-TZVPD basis) on 9 unconnected molecules or ions with the total composition C23H56N6O8 at a distorted geometry.

Last column: Mulliken charge in e.
Positions of all 93 atoms, in Å:
N -29.62 26.46 2.67  0.226
H -29.89 25.51 2.90  0.436
H -30.46 27.11 2.79  0.165
H -29.32 26.54 1.70  0.448
H -28.80 26.72 3.29  -0.201
C -36.17 26.62 2.34  -1.034
N -35.75 27.92 2.95  0.307
C -36.97 28.66 3.36  -0.873
C -34.85 27.67 4.14  -0.780
C -35.01 28.75 1.93  -0.395
C -34.26 27.98 0.86  -0.689
O -33.44 26.94 1.31  -0.598
H -35.30 25.98 2.23  0.375
H -36.65 26.83 1.39  0.399
H -36.87 26.17 3.04  0.396
H -36.73 29.48 4.02  0.292
H -37.62 27.97 3.91  0.376
H -37.53 28.94 2.47  0.442
H -34.81 28.58 4.71  0.309
H -33.87 27.36 3.78  0.200
H -35.33 26.84 4.67  0.319
H -34.44 29.53 2.43  0.291
H -35.78 29.27 1.35  0.394
H -33.63 28.71 0.33  0.385
H -34.91 27.58 0.08  0.477
H -32.85 27.32 2.02  0.431
C -27.54 27.74 6.41  -0.642
C -27.86 26.53 5.56  0.692
O -27.53 26.49 4.33  -0.828
O -28.42 25.59 6.15  -0.703
H -28.45 28.04 6.94  0.159
H -27.15 28.57 5.81  -0.021
H -26.80 27.50 7.17  0.408
C -30.24 29.40 4.19  -0.444
C -31.70 29.08 3.93  0.804
O -31.82 28.08 2.98  -1.396
H -29.78 29.82 3.30  -0.116
H -29.66 28.51 4.43  -0.377
H -30.02 30.12 4.99  0.563
H -32.20 29.97 3.49  0.167
H -32.17 28.81 4.90  -0.579
C -25.22 32.14 3.28  0.161
O -24.20 31.95 2.66  -0.618
N -25.53 31.50 4.44  0.155
C -26.87 31.47 4.95  0.043
C -24.62 30.55 5.05  -0.955
H -25.99 32.86 2.96  0.365
H -27.00 31.78 5.99  0.410
H -27.32 30.47 4.91  -0.243
H -27.51 32.15 4.38  -0.319
H -23.63 30.70 4.64  0.342
H -24.63 30.70 6.13  0.325
H -24.92 29.51 4.91  0.308
C -27.08 28.04 0.20  -0.072
O -27.64 27.06 0.65  -0.618
N -26.87 29.19 0.87  0.167
C -27.43 29.39 2.19  1.820
C -26.03 30.23 0.31  -0.792
H -26.64 28.10 -0.81  0.293
H -28.02 30.30 2.32  -0.647
H -26.61 29.26 2.90  0.041
H -28.13 28.56 2.28  -0.871
H -26.52 31.19 0.51  0.204
H -25.05 30.26 0.80  0.288
H -25.96 30.18 -0.78  0.346
C -28.75 34.54 2.57  -0.001
O -27.98 34.03 1.79  -0.526
N -29.74 33.88 3.23  0.263
C -30.53 34.56 4.21  -0.991
C -30.10 32.54 2.83  -0.622
H -28.66 35.60 2.85  0.358
H -30.66 33.90 5.08  0.284
H -31.54 34.82 3.88  0.321
H -30.05 35.43 4.65  0.378
H -29.28 32.15 2.23  -0.040
H -30.29 31.98 3.74  0.122
H -31.04 32.47 2.26  0.434
C -33.87 30.75 6.64  -0.597
C -33.77 29.57 7.60  0.965
O -34.47 28.60 7.42  -0.557
C -32.85 29.72 8.77  -1.327
H -33.42 31.65 7.04  0.354
H -34.92 30.93 6.41  0.285
H -33.39 30.42 5.71  -0.068
H -31.83 29.87 8.44  0.304
H -32.84 28.83 9.40  0.329
H -33.25 30.53 9.39  0.415
C -31.84 26.17 6.42  0.473
C -31.62 26.22 7.85  0.113
N -31.46 26.27 8.99  -0.516
H -32.83 26.51 6.10  -0.124
H -31.79 25.13 6.09  0.437
H -31.07 26.75 5.90  -0.382

Largest force on an atom: 1.6 eV/A
LUMO level: -0.41 eV
HOMO-LUMO gap: 0.254 hartree

=====

ORCA calculation (the ωB97M-V functional and the def2-TZVPD basis) on 5 unconnected molecules or ions with the total composition C23H57N3O7 at a distorted geometry.

Last column: Mulliken charge in e.
Positions of all 90 atoms, in Å:
C 1.16 -2.06 -5.32  -1.851
C -0.05 -2.35 -4.45  2.264
C -0.02 -1.65 -3.17  -2.609
C -1.44 -1.98 -5.08  -1.188
C -1.94 -2.99 -6.09  -0.734
C -1.84 -4.40 -5.52  -1.104
C -0.45 -4.88 -4.91  1.137
C -0.78 -6.16 -4.05  -2.006
C 0.47 -5.25 -6.16  -1.549
N 0.06 -3.78 -4.02  0.387
O 1.26 -4.21 -3.49  -0.457
H 0.94 -1.82 -6.36  0.369
H 1.68 -1.19 -4.92  0.455
H 1.83 -2.90 -5.46  0.306
H -0.76 -2.03 -2.47  0.532
H 0.96 -1.71 -2.70  0.466
H -0.25 -0.58 -3.19  0.499
H -2.13 -1.82 -4.25  0.457
H -1.46 -1.08 -5.68  0.365
H -2.97 -2.71 -6.31  0.408
H -1.31 -2.87 -6.97  0.299
H -2.01 -5.06 -6.37  0.370
H -2.64 -4.57 -4.79  0.434
H -1.20 -6.94 -4.68  0.461
H -1.41 -5.95 -3.19  0.402
H 0.16 -6.55 -3.64  0.430
H 0.33 -6.29 -6.45  0.410
H 1.54 -5.22 -5.94  0.267
H 0.21 -4.46 -6.86  0.380
H 0.97 -4.34 -2.59  0.340
C -3.57 1.26 2.50  -0.840
O -2.42 1.71 3.31  -0.162
C -1.99 3.03 2.97  -0.913
C -2.79 4.07 3.73  -0.082
N -2.46 3.83 5.18  -0.304
C -3.28 4.51 6.15  -0.923
C -4.64 3.91 6.50  -0.543
O -5.37 3.57 5.38  -0.307
C -6.11 4.70 4.87  -0.798
H -3.72 0.19 2.62  0.274
H -3.33 1.35 1.44  0.369
H -4.46 1.85 2.73  0.199
H -2.10 3.22 1.90  0.505
H -0.91 3.09 3.02  0.380
H -3.86 3.97 3.55  0.043
H -2.55 5.10 3.48  0.388
H -2.53 2.83 5.30  0.259
H -3.46 5.55 5.89  0.418
H -2.78 4.54 7.12  0.366
H -5.25 4.48 7.20  0.435
H -4.50 3.00 7.08  0.330
H -5.38 5.50 4.69  0.360
H -6.69 5.07 5.71  0.325
H -6.68 4.49 3.97  0.244
C 4.92 2.11 0.40  -0.750
O 3.49 1.95 0.44  -0.304
C 3.11 0.77 -0.28  -0.740
C 1.70 0.43 0.17  -0.128
N 1.66 -0.37 1.43  -0.331
C 0.35 -0.04 2.03  -0.390
C 0.20 -0.60 3.45  -0.772
O 1.20 -0.27 4.31  -0.342
C 1.02 -0.73 5.61  -0.815
H 5.10 2.68 1.31  0.257
H 5.17 2.74 -0.45  0.224
H 5.47 1.19 0.58  0.352
H 3.73 -0.04 0.10  0.348
H 3.29 0.77 -1.35  0.513
H 1.22 -0.08 -0.66  0.011
H 1.06 1.31 0.07  0.382
H 2.34 -0.03 2.09  0.393
H -0.39 -0.50 1.38  0.285
H 0.09 1.01 2.22  0.134
H 0.31 -1.68 3.47  0.418
H -0.80 -0.41 3.82  0.421
H 0.00 -0.55 5.96  0.308
H 1.64 -0.18 6.32  0.290
H 1.21 -1.78 5.81  0.307
C 2.56 -3.68 -0.23  -0.801
O 1.37 -2.98 -0.39  -0.454
H 3.23 -3.32 -1.01  0.288
H 2.95 -3.53 0.77  0.347
H 2.58 -4.72 -0.55  0.326
H 1.35 -2.21 0.18  0.252
C 6.65 5.66 -1.25  -0.505
O 6.72 6.99 -1.59  -0.515
H 6.73 4.95 -2.07  0.277
H 7.43 5.37 -0.56  0.276
H 5.67 5.46 -0.81  0.172
H 7.59 7.26 -1.90  0.299

SMILES string: CC1(C)CCCC(C)(C)N1O.COCCNCCOC.COCCNCCOC.CO.CO
Largest force on an atom: 4.7 eV/A
LUMO level: 0.71 eV
HOMO-LUMO gap: 0.317 hartree

=====

no.,electronic energy (eV)
1,-120721.3396
2,-47548.0481
3,-793401.1485
4,-50077.6688
5,-43570.7900